Entry 1:
132
Properties=species:S:1:pos:R:3:mulliken_charge:R:1 method="wB97M-V/def2-TZVPD" e_tot_ev=-244202.0603 de_lowest_kcal_mol=5.4 charge=-2 spin_multiplicity=1 mol_weight_g_mol=1153.393
Rb 0.07040 0.14623 -0.24966 1.26
C 0.70465 4.65148 5.17908 -1.21
C 1.33159 4.60805 3.77979 -1.19
C 0.47505 3.88949 2.78397 1.31
C -0.42122 4.42109 1.90908 0.84
C -0.76012 5.86304 1.69046 -1.39
C -2.00111 6.31425 2.47206 -1.02
C -1.04349 3.28120 1.22526 0.22
N -0.51194 2.12820 1.66316 -0.28
C 0.39025 2.43345 2.61602 -0.28
C 1.10830 1.49492 3.36923 0.09
C 0.99613 0.09544 3.33532 -0.49
C 1.67126 -0.82069 4.25789 0.56
C 2.62315 -0.42720 5.34571 -1.07
C 1.91350 0.03789 6.62441 -1.10
C 1.22724 -2.06696 3.93781 0.47
C 0.28881 -1.89140 2.82445 0.47
C -0.43221 -2.93332 2.21816 -0.40
C -1.44307 -2.83607 1.25603 -0.03
N -1.86780 -1.68617 0.69871 -0.45
C -2.93153 -1.97884 -0.06914 0.10
C -3.70302 -1.03592 -0.76314 -0.58
C -3.56074 0.35896 -0.76265 0.35
N -2.59179 1.03540 -0.12148 -0.42
C -2.84100 2.34891 -0.28197 0.32
C -2.10780 3.38410 0.31250 -1.04
C -4.03612 2.54079 -1.11980 0.47
C -4.48878 1.29560 -1.41471 0.54
C -5.70028 0.91458 -2.20636 -1.06
C -6.89732 0.53280 -1.32689 -1.06
C -4.64566 3.86056 -1.48216 -1.15
C -5.52858 4.42966 -0.36327 -1.06
C -3.19661 -3.42540 -0.03798 0.22
C -2.26014 -3.96206 0.78342 0.89
C -2.09209 -5.39891 1.17083 -1.21
C -2.81466 -5.74613 2.47704 -1.18
C -4.24114 -4.14205 -0.83895 -1.23
C -3.80812 -4.35019 -2.29668 -1.12
N 0.19625 -0.59051 2.49592 -0.35
C 1.55531 -3.36760 4.60121 -0.86
C 0.48542 -3.80063 5.61334 -1.23
H 1.34567 5.18092 5.89079 0.44
H 0.53700 3.63825 5.54996 0.17
H -0.26457 5.15327 5.14795 0.22
H 2.30741 4.11726 3.84752 -0.06
H 1.52238 5.62993 3.43706 0.54
H -0.92940 6.03899 0.62401 0.32
H 0.09160 6.48884 1.97384 0.47
H -2.85405 5.67667 2.23012 0.16
H -2.26762 7.35015 2.24234 0.38
H -1.82599 6.23453 3.54715 0.21
H 1.79591 1.90283 4.10736 0.21
H 3.27124 0.37895 4.98803 0.18
H 3.27856 -1.27006 5.58283 0.57
H 1.25131 0.87758 6.40411 0.13
H 2.62732 0.35045 7.39329 0.39
H 1.29846 -0.76750 7.03196 0.24
H -0.21627 -3.93546 2.57978 0.18
H -4.53800 -1.42986 -1.33655 0.25
H -2.44386 4.39410 0.08757 0.28
H -5.45771 0.07425 -2.86363 0.37
H -5.98881 1.74494 -2.85696 0.38
H -6.63686 -0.28964 -0.65872 0.24
H -7.75539 0.22849 -1.93362 0.37
H -7.19943 1.37782 -0.70373 0.23
H -5.24247 3.75509 -2.39302 0.46
H -3.85510 4.57997 -1.71463 0.27
H -6.35468 3.74687 -0.15064 0.21
H -5.94528 5.40553 -0.63172 0.40
H -4.95023 4.53924 0.55660 0.19
H -1.02737 -5.62496 1.27614 0.35
H -2.46318 -6.04237 0.36815 0.49
H -2.45511 -5.11154 3.29002 0.19
H -2.65982 -6.79222 2.75754 0.39
H -3.88853 -5.57106 2.37523 0.30
H -5.17656 -3.57482 -0.81713 0.39
H -4.45918 -5.11245 -0.38202 0.39
H -3.60052 -3.38943 -2.77116 0.27
H -4.57451 -4.86948 -2.87975 0.38
H -2.88634 -4.93391 -2.33633 0.29
H 2.52390 -3.29644 5.10580 0.56
H 1.65955 -4.14987 3.84245 0.19
H 0.38247 -3.05337 6.40271 0.24
H 0.73298 -4.76152 6.07450 0.44
H -0.48309 -3.89250 5.11867 0.11
C 3.61809 -2.60481 1.46611 -0.27
C 3.09380 -3.29098 0.23516 0.51
C 3.23653 -4.68201 0.05295 -1.02
C 2.76069 -5.26514 -1.08599 -1.00
C 2.13846 -4.47797 -2.07916 1.15
C 1.65523 -4.96619 -3.31451 -0.24
Br 1.79758 -6.82683 -3.75159 -0.33
C 1.09575 -4.11991 -4.23568 -0.30
C 0.97928 -2.76049 -3.96560 -0.19
Br 0.18950 -1.63492 -5.28095 -0.27
C 1.40168 -2.14365 -2.75739 0.06
O 1.29541 -0.92411 -2.50928 -0.65
C 2.01322 -3.09012 -1.79950 0.22
N 2.48337 -2.54518 -0.65400 0.59
H 4.44004 -3.16059 1.92364 0.62
H 2.82217 -2.48569 2.20555 -0.47
H 3.95707 -1.60226 1.20411 -0.59
H 3.72519 -5.27932 0.81457 0.51
H 2.86243 -6.33066 -1.24536 0.28
H 0.73919 -4.50896 -5.17995 0.41
Cl -0.33485 1.89989 -2.90281 0.00
C -0.04312 3.55439 -2.38514 1.32
Cl 0.24387 4.66869 -3.76248 -0.27
H 0.84255 3.55244 -1.76122 -0.46
H -0.91304 3.90538 -1.84743 -0.41
C 4.81933 -1.07896 -2.50630 -0.91
C 5.45522 0.00796 -1.64115 -0.31
C 4.58697 1.25852 -1.57652 -1.38
S 3.15189 1.11061 -0.47112 1.14
O 2.35191 2.35099 -0.73609 -0.86
C 4.02090 1.38901 1.12385 -0.29
C 3.89306 2.82688 1.60955 0.60
C 4.73176 3.84601 0.84348 -1.79
H 5.36799 -2.02095 -2.43826 0.38
H 4.79568 -0.77036 -3.55449 0.37
H 3.79074 -1.25959 -2.19334 -0.09
H 6.43400 0.28622 -2.04253 0.41
H 5.63937 -0.37669 -0.63180 0.20
H 4.12562 1.45930 -2.54660 0.60
H 5.12562 2.14777 -1.24908 0.51
H 5.06279 1.07503 1.01078 0.76
H 3.52320 0.71729 1.82855 -0.65
H 4.17720 2.83349 2.66652 0.70
H 2.84160 3.11364 1.56322 -0.64
H 5.78461 3.54570 0.79717 0.34
H 4.68395 4.82269 1.33084 0.47
H 4.35467 3.96302 -0.17235 0.21

=====

Entry 2:
42
Properties=species:S:1:pos:R:3:nbo_charge:R:1 method="wB97M-V/def2-TZVPD" e_tot_ev=-444834.2276 s_squared=0.7562 charge=+1 spin_multiplicity=2 mol_weight_g_mol=806.568
Ag 3.43715 -25.45248 -8.90848 0.97
F 2.72019 -24.24601 -10.67233 -0.90
C 2.94931 -18.88794 -12.20731 -0.72
C 1.87419 -19.94496 -12.50145 0.59
O 0.85676 -19.57629 -13.04720 -0.52
C 2.16391 -21.32715 -12.05805 -0.70
H 3.93040 -19.36932 -12.16596 0.20
H 2.72845 -18.40694 -11.25454 0.24
H 3.08512 -18.13862 -12.98416 0.25
H 3.21294 -21.52910 -12.28786 0.23
H 1.49975 -22.10714 -12.41798 0.21
H 2.07516 -21.32214 -10.96824 0.24
C 0.87866 -21.83533 -8.76096 -0.72
C 1.98636 -22.45289 -7.88610 0.64
O 2.10600 -23.65650 -7.74986 -0.62
C 2.89478 -21.56513 -7.08409 -0.72
H 0.02616 -21.83321 -8.07795 0.25
H 0.62005 -22.43090 -9.63163 0.24
H 1.19320 -20.83185 -9.04192 0.22
H 3.58314 -21.03422 -7.74125 0.22
H 3.43581 -22.19920 -6.38603 0.25
H 2.26995 -20.89012 -6.49540 0.24
C 6.72680 -22.14710 -8.05379 -0.72
C 5.76397 -22.96206 -8.90704 0.65
O 4.99112 -23.75996 -8.42372 -0.64
C 5.80774 -22.63562 -10.39249 -0.74
H 6.14379 -21.25771 -7.81204 0.24
H 7.58621 -21.93104 -8.68434 0.23
H 6.99806 -22.74552 -7.18851 0.25
H 5.05216 -23.14025 -10.99286 0.24
H 6.74525 -23.00939 -10.80831 0.24
H 5.64833 -21.55783 -10.44364 0.24
C 3.96495 -24.90226 -12.97034 -0.49
Br 5.31615 -23.49868 -13.25892 0.14
Br 4.79513 -26.65002 -12.92070 0.14
Br 2.66965 -24.79638 -14.47375 0.35
H 3.43013 -24.68639 -12.04506 0.30
C -0.28078 -23.95736 -12.10039 -0.51
Br -1.02317 -22.23004 -12.69259 0.17
Br -0.67958 -25.31703 -13.44974 0.37
Br -1.11109 -24.60896 -10.44621 0.17
H 0.79310 -23.86089 -11.93354 0.26

=====

Entry 3:
21
Properties=species:S:1:pos:R:3:nbo_charge:R:1 method="wB97M-V/def2-TZVPD" e_tot_ev=-18742.0116 de_lowest_kcal_mol=4.1 charge=+1 spin_multiplicity=1 mol_weight_g_mol=124.229
C 0.45663 1.39434 -0.41133 -0.23
C 0.84776 1.26189 1.07012 -0.44
C 0.82280 -0.14963 1.67133 -0.54
S -0.56492 -1.18163 1.08996 0.16
C -1.96424 -0.43217 1.98393 -0.72
N 0.94621 0.26006 -1.21242 -0.72
H -0.62574 1.38033 -0.52517 0.23
H 0.85218 2.32424 -0.80471 0.23
H 0.11466 1.83963 1.62088 0.24
H 1.81180 1.73181 1.19517 0.23
H 0.72321 -0.09218 2.74999 0.25
H 1.73364 -0.73739 1.52096 0.23
H -2.59016 -1.21340 2.38376 0.25
H -2.51030 0.24351 1.34084 0.22
H -1.55349 0.14839 2.80202 0.23
H 1.95081 0.08078 -1.15003 0.43
H 0.42870 -0.55943 -0.85938 0.44
H 0.68756 0.29003 -2.23372 0.48
H -0.41047 0.28099 -4.45462 0.51
H 0.50838 -0.95763 -4.37302 0.51
O 0.19480 -0.20038 -3.86976 -0.98

=====

Entry 4:
19
Properties=species:S:1:pos:R:3:nbo_charge:R:1 method="wB97M-V/def2-TZVPD" smiles=CC[N@@H+](C)CN e_tot_ev=-7332.8251 de_lowest_kcal_mol=15.3 charge=+1 spin_multiplicity=1 mol_weight_g_mol=89.162
C -1.37094 -0.87809 1.61458 -0.64
C -1.34248 -0.35323 0.19378 -0.22
N 0.06487 -0.25735 -0.34538 -0.35
C 0.09002 -0.14687 -1.82471 -0.42
C 0.85949 0.87942 0.30091 -0.05
N 2.22472 0.76464 -0.10274 -0.84
H -2.39931 -1.03403 1.92201 0.26
H -0.92441 -0.17970 2.31349 0.22
H -0.86812 -1.84120 1.69213 0.22
H -1.77225 0.64426 0.11985 0.22
H -1.87225 -1.01550 -0.48787 0.23
H 0.56745 -1.10722 -0.07871 0.43
H 1.11780 -0.17636 -2.16265 0.25
H -0.50625 -0.94369 -2.25512 0.24
H -0.35097 0.80748 -2.10646 0.23
H 0.77455 0.72680 1.37346 0.22
H 0.35865 1.79226 -0.02123 0.20
H 2.48426 1.43478 -0.81579 0.39
H 2.86516 0.88361 0.67044 0.40

=====

Entry 5:
18
Properties=species:S:1:pos:R:3:nbo_charge:R:1 method="wB97M-V/def2-TZVPD" e_tot_ev=-71984.7129 charge=-1 spin_multiplicity=1 mol_weight_g_mol=231.669
Cu -0.44411 -0.11628 -0.79228 0.89
S 1.98189 -0.18028 1.20172 2.64
O 2.63889 1.04872 1.51772 -1.08
O 0.68689 0.07872 0.59072 -1.23
O 2.80489 -0.97028 0.31872 -1.10
O 1.56989 -0.96228 2.37872 -1.12
O -2.04011 0.71672 -1.20228 -0.95
H -2.75811 0.11572 -1.38928 0.48
H -2.47011 1.29972 -0.59328 0.50
O -1.23711 1.37172 1.61572 -1.03
H -1.10211 2.06572 2.27972 0.46
H -0.41311 0.87372 1.47772 0.52
O 0.75989 -0.05828 -2.22928 -0.98
H 1.10889 0.81072 -1.84828 0.50
H 1.24589 -0.03828 -3.00828 0.48
O -1.03111 -1.92428 -0.29928 -1.02
H -0.23411 -2.40528 -0.65328 0.52
H -1.06711 -1.72628 0.63472 0.52